(1)
DFT (wB97M-V/def2-TZVPD) results for C24H28N4O4S in the gas phase at a distorted geometry.

```
61
C24H28N4O4S | OMol25 | wB97M-V/def2-TZVPD
C -0.45261 1.56915 -0.29257
H 8.19812 -1.75053 0.38108
C -3.82048 -1.41810 1.62412
C 1.84256 0.75628 0.24251
H 6.81086 0.85921 1.04096
C 6.24030 -0.81113 -1.62484
H -3.26202 -5.23591 2.12172
H 5.59734 -0.92377 -2.50369
H 7.69466 -1.43870 2.03301
C -4.14619 0.25580 -0.03748
C -3.76255 -2.39454 0.64147
C 3.62830 0.40865 -1.30327
C 7.48593 -1.19054 0.99124
C -4.01593 -0.08464 1.28631
H -1.08416 2.33900 3.42179
H -2.52325 -3.70572 2.65602
H 6.96879 -1.62370 -1.64796
H 6.04493 -2.72555 0.49856
S -4.27402 1.96267 -0.53461
C -1.89039 2.40112 1.44838
O -3.86849 -3.04956 -1.61168
C -3.40424 -4.15882 2.19113
H -0.29913 1.33846 -1.33775
C 4.25698 -0.33678 -0.27514
O -4.77647 2.75612 0.54254
H 6.23904 1.33193 -1.46868
C -0.90625 2.12027 2.37932
H -3.71453 -1.68239 2.66317
H -2.42242 2.16748 -1.78793
C -4.05613 -2.75230 -2.97549
C 6.96296 0.54095 -1.67548
H -4.28846 -3.94906 2.80107
N -2.66819 2.37520 -0.83207
H 7.35407 0.69877 -2.68288
H -4.22521 -0.35948 -2.05924
C 7.71094 0.30675 0.76585
C 6.05100 -1.64547 0.69437
N 3.65596 -0.46347 0.91910
N 5.45064 -0.95561 -0.42644
C 0.30148 1.57536 1.98811
C 8.11073 0.63936 -0.67334
H -5.02775 -2.28207 -3.15442
H -4.01634 -3.71059 -3.49059
C -3.91653 -2.02931 -0.72166
H -2.82882 2.84501 1.73625
H -3.26291 -2.10200 -3.35768
C 0.54610 1.31072 0.64143
H -4.07864 0.67756 2.04364
H 4.09387 0.55965 -2.26411
O -3.57405 -3.71589 0.86497
H 5.40701 -1.44772 1.55202
H 8.91757 -0.03157 -0.97965
H 8.50443 1.65786 -0.70544
C -4.09537 -0.69623 -1.04424
C 2.40210 0.95439 -1.03458
C -1.66907 2.11012 0.10563
H 8.51636 0.64088 1.42313
O -4.90636 2.05141 -1.81807
H 1.89318 1.55329 -1.77506
H 1.07478 1.35211 2.70528
N 2.50513 0.06651 1.16117
```

Output
DFT total energy, hartree: -1849.46455
Gap between HOMO and LUMO, eV: 8.3
HOMO level, eV: -7.80
LUMO, eV: 0.532
Relative energy (zero: lowest compared OMol25 entry of this formula, charge and spin), kJ/mol: 423.0
SMILES: COc1ccc(S(=O)(=O)Nc2cccc(-c3ccc(N4CCCCCC4)nn3)c2)cc1OC

(2)
DFT (wB97M-V/def2-TZVPD) results for a molecular structure, C19H20CoN6O5.

```
51
C19H20CoN6O5 | OMol25 | wB97M-V/def2-TZVPD
H -1.13412 2.36817 0.95126
H -2.98975 -3.11997 -3.51725
H -3.98035 -0.32367 -0.47728
H 2.62764 -2.24620 -1.36500
C -1.60881 -1.91577 -0.64719
H -2.86083 0.20152 -2.47814
N 1.69610 -1.74493 0.49007
C 2.47066 -2.52682 -0.33849
H -0.95681 -1.93830 -4.42410
H -4.97381 0.69682 -1.54933
O 1.59264 0.99651 1.11489
C 2.93829 -3.59214 0.36229
C 1.06285 -1.88927 2.90777
O 1.10439 -0.58548 -4.21014
H -4.65442 -3.70599 0.93830
H 1.37962 0.18975 2.81344
C -2.29316 -2.60335 -2.86695
O -2.91098 0.89037 -1.80592
C -4.04507 0.64540 -0.97705
H 0.21170 0.28253 5.09796
H -4.33840 -3.76943 -1.50392
H -1.10166 1.41795 -1.11369
H -0.04754 3.49597 0.15599
N -0.17077 1.52930 -0.71193
N 1.02600 -0.60974 3.34261
H -4.06182 1.42987 -0.22327
C -0.31874 -1.31359 -2.48239
C 0.06646 -1.93187 4.78746
N -0.52617 -1.28138 -1.18851
C 0.37725 -0.62235 4.54036
H -0.44761 -2.34370 5.63939
H 0.45520 1.85136 -1.44563
C 1.72477 -2.31041 1.68216
C -2.88647 -2.51645 1.30175
C -0.17652 2.45038 0.43569
O 1.02912 2.66306 2.48383
C -2.52699 -2.60077 -1.46928
C -3.80911 -3.20552 0.48518
C 0.94233 -0.59612 -2.99803
N 0.49879 -2.73073 3.75908
O 1.66148 -0.10115 -2.07591
N 2.46226 -3.43556 1.63735
C -1.81278 -1.87804 0.74938
Co 0.74440 -0.14345 -0.17004
C -3.63551 -3.24399 -0.86883
H -3.02329 -2.49726 2.37481
H 2.58293 -4.05220 2.42340
C 0.90116 2.05089 1.44110
H -1.10063 -1.35002 1.37271
C -1.19927 -1.96807 -3.37152
H 3.56175 -4.41865 0.07495
```

Output
DFT total energy, hartree: -2823.68658
Gap between HOMO and LUMO (spin up / spin down), eV: 8.1 / 8.1
HOMO level (spin up / spin down), eV: -8.71 / -8.70
LUMO (spin up / spin down), eV: -0.598 / -0.595
2S+1: 2
<S²>: 0.770
Relative energy (zero: lowest compared OMol25 entry of this formula, charge and spin), kJ/mol: 4.4

(3)
DFT (wB97M-V/def2-TZVPD) results for a molecular structure, C18H24N2PtSSeSi at a distorted geometry.

```
48
C18H24N2PtSSeSi | OMol25 | wB97M-V/def2-TZVPD
H 0.76803 4.18751 -1.79314
H -1.47650 -0.37614 1.09629
H -0.96245 2.03561 -2.42236
C -2.20589 -2.64781 -0.66243
C -1.72256 0.49554 0.50420
H 0.04906 -4.80471 -0.96901
H -3.15583 1.20243 1.93127
H 0.18102 -3.85466 -2.46910
H -0.35804 -4.87190 3.81772
H 1.42773 4.34789 1.01623
Se -0.12048 -0.58488 -3.53596
H -2.50516 -3.62254 -0.25977
C -1.08272 0.72481 -0.71580
C 0.69792 -1.60995 2.06265
H 1.01452 -0.69447 1.57751
C 2.19032 1.73778 -0.56073
H -2.73680 -1.87274 -0.11063
H 1.52401 -3.87909 -1.31509
H 0.80645 -3.10529 5.10105
H 2.34716 4.67740 -1.15833
C -2.99686 2.52644 0.24702
H 1.41194 1.71956 1.32373
C 2.57282 2.37980 -2.92060
H -0.83469 -4.55967 1.43670
C 1.58225 3.89906 -1.12868
Pt 0.37071 -0.44127 -1.31318
H 2.57791 1.31016 -3.10973
C 1.09108 3.60318 0.29874
N 2.14720 2.61949 -1.55451
C 0.43665 -3.87897 -1.40849
H 3.56941 2.78983 -3.09699
S 2.82896 0.15993 -0.64886
C -1.42432 1.85645 -1.46377
C 0.96735 -1.78605 3.41520
H -3.73744 3.22365 0.61891
C -0.32288 -3.76966 1.97866
H -2.51560 -2.59600 -1.70882
H 1.86175 2.85230 -3.59730
C -0.05836 -3.95336 3.32824
N 1.71235 2.30622 0.56448
H 1.47870 -1.01009 3.97210
C -2.37506 2.74865 -0.97286
H 0.00345 3.52978 0.34007
H -2.63564 3.61976 -1.56297
C 0.59122 -2.96049 4.04962
Si -0.36560 -2.47312 -0.51727
C -2.66791 1.39497 0.98325
C 0.05083 -2.59534 1.31276
```

Output
DFT total energy, hartree: -4018.25328
Gap between HOMO and LUMO (spin up / spin down), eV: 6.4 / 6.4
HOMO level (spin up / spin down), eV: -7.01 / -7.01
LUMO (spin up / spin down), eV: -0.647 / -0.648
Relative energy (zero: lowest compared OMol25 entry of this formula, charge and spin), kJ/mol: 35.7

(4)
DFT (wB97M-V/def2-TZVPD) results for a molecular structure, C3H3MnO3 at a distorted geometry.

```
10
C3H3MnO3 | OMol25 | wB97M-V/def2-TZVPD
Mn -0.16620 0.64029 -2.51919
C 0.39919 1.16354 -0.22366
O 0.75982 1.19500 0.92907
C -0.05183 -1.47718 1.07815
C -1.04910 -0.70237 0.37615
H -0.53115 -1.77418 2.03126
O -0.50611 0.15809 -0.64013
H -1.69069 -0.08958 1.03518
O 0.80137 1.76308 -1.26888
H -1.70156 -1.43607 -0.14011
```

Output
DFT total energy, hartree: -1492.39267
Gap between HOMO and LUMO (spin up / spin down), eV: 6.0 / 5.9
HOMO level (spin up / spin down), eV: -13.18 / -13.18
Net charge: +1
LUMO (spin up / spin down), eV: -7.151 / -7.234
2S+1: 6
<S²>: 8.754
Relative energy (zero: lowest compared OMol25 entry of this formula, charge and spin), kJ/mol: 338.9